1.
C5H6N2O2 in the gas phase. Source: the OMol25 dataset; level of theory: wB97M-V/def2-TZVPD.

electronic energy	-12352.1160	eV
HOMO	-0.313	hartree
energy relative to the best compared isomer or geometry (same formula, charge and spin)	126.95	kcal per mole
LUMO level	0.479	eV
Kohn-Sham gap	9.000	eV

```
! RIJCOSX wB97M-V def2-TZVPD def2/J DEFGRID3
* xyz 0 1
C -2.64 -1.25 -0.11
C -1.36 -1.06 -0.14
C -0.75 0.25 -0.09
O -1.31 1.48 0.12
N -0.38 2.39 0.21
C 0.82 1.85 -0.02
C 0.65 0.44 -0.21
O 1.48 -0.65 -0.35
N 2.82 -0.47 0.10
H -3.05 -2.26 -0.26
H -3.39 -0.44 -0.22
H -0.52 -1.93 -0.36
H 1.83 2.28 -0.04
H 2.86 0.43 0.52
H 2.93 -1.07 0.86
*
```



2.
A 5-piece molecular cluster, H12NO4 overall. Source: the OMol25 dataset; level of theory: wB97M-V/def2-TZVPD.

electronic energy	-9869.0744	eV
HOMO	-0.567	hartree
energy relative to the best compared isomer or geometry (same formula, charge and spin)	22.61	kcal per mole
LUMO level	-2.977	eV
Kohn-Sham gap	12.448	eV

```
! RIJCOSX wB97M-V def2-TZVPD def2/J DEFGRID3
* xyz 1 1
N -0.10 0.37 0.15
H 0.23 -0.49 0.68
H -0.49 1.14 0.71
H 0.73 0.72 -0.31
H -0.74 0.00 -0.55
H 1.57 -2.26 0.82
H -0.12 -2.37 1.02
O 0.74 -2.01 1.21
H -0.46 2.67 2.62
H 0.64 3.35 1.76
O -0.03 2.66 1.77
H 0.09 1.73 -3.11
H 0.16 2.98 -2.31
O 0.28 2.04 -2.22
H -1.08 -3.79 -0.19
H -0.61 -3.49 -1.64
O -0.89 -3.07 -0.81
*
```



Q: What is the formula in the second record?
A: H12NO4



Copy entry 1 word for word.
C5H6N2O2 in the gas phase. Source: the OMol25 dataset; level of theory: wB97M-V/def2-TZVPD.

electronic energy	-12352.1160	eV
HOMO	-0.313	hartree
energy relative to the best compared isomer or geometry (same formula, charge and spin)	126.95	kcal per mole
LUMO level	0.479	eV
Kohn-Sham gap	9.000	eV

```
! RIJCOSX wB97M-V def2-TZVPD def2/J DEFGRID3
* xyz 0 1
C -2.64 -1.25 -0.11
C -1.36 -1.06 -0.14
C -0.75 0.25 -0.09
O -1.31 1.48 0.12
N -0.38 2.39 0.21
C 0.82 1.85 -0.02
C 0.65 0.44 -0.21
O 1.48 -0.65 -0.35
N 2.82 -0.47 0.10
H -3.05 -2.26 -0.26
H -3.39 -0.44 -0.22
H -0.52 -1.93 -0.36
H 1.83 2.28 -0.04
H 2.86 0.43 0.52
H 2.93 -1.07 0.86
*
```



Repeat the second record exactly.
A 5-piece molecular cluster, H12NO4 overall. Source: the OMol25 dataset; level of theory: wB97M-V/def2-TZVPD.

electronic energy	-9869.0744	eV
HOMO	-0.567	hartree
energy relative to the best compared isomer or geometry (same formula, charge and spin)	22.61	kcal per mole
LUMO level	-2.977	eV
Kohn-Sham gap	12.448	eV

```
! RIJCOSX wB97M-V def2-TZVPD def2/J DEFGRID3
* xyz 1 1
N -0.10 0.37 0.15
H 0.23 -0.49 0.68
H -0.49 1.14 0.71
H 0.73 0.72 -0.31
H -0.74 0.00 -0.55
H 1.57 -2.26 0.82
H -0.12 -2.37 1.02
O 0.74 -2.01 1.21
H -0.46 2.67 2.62
H 0.64 3.35 1.76
O -0.03 2.66 1.77
H 0.09 1.73 -3.11
H 0.16 2.98 -2.31
O 0.28 2.04 -2.22
H -1.08 -3.79 -0.19
H -0.61 -3.49 -1.64
O -0.89 -3.07 -0.81
*
```